Formula: C50H82BCl2N13O9S2SeSr
Source: the Open Molecules 2025 dataset
Level of theory: the ωB97M-V functional and the def2-TZVPD basis

CARTESIAN COORDINATES (ANGSTROEM)
Sr: 0.39 -0.58 -0.41
Se: -2.09 2.83 0.96
Cl: 0.64 4.54 -4.28
Cl: 1.68 3.15 -6.61
S: 2.23 1.64 -0.80
S: -6.84 -0.08 3.03
O: -4.02 -1.42 1.14
O: 1.06 1.24 -1.64
O: -0.21 0.88 1.45
O: -8.17 -0.56 2.68
O: -1.33 2.14 -4.37
O: -1.22 2.60 -6.58
O: -0.41 -2.27 -1.62
O: -6.83 1.21 3.69
O: -1.87 -3.14 -3.08
N: 4.30 0.02 1.26
N: -5.84 -0.15 1.77
N: 2.80 -1.37 -2.16
N: 4.47 -0.69 0.13
N: 3.25 -2.37 -1.36
N: -4.56 4.31 0.56
N: -5.22 2.83 -2.21
N: -2.01 -0.31 -0.89
N: -2.79 5.41 -0.03
N: 3.02 -2.57 1.14
N: 1.75 -2.97 0.89
N: -3.79 1.53 -3.47
N: -3.09 3.59 -2.75
C: 2.64 0.23 -4.51
C: -4.96 -1.76 3.28
C: -4.75 0.44 -3.55
C: -5.42 3.30 1.12
C: -4.39 -3.28 5.02
C: 3.51 -4.85 -1.31
C: -3.20 4.21 0.50
C: -1.03 -3.70 1.13
C: 5.78 1.08 -0.05
C: 1.57 2.92 0.28
C: -0.48 -4.50 3.43
C: -1.48 -2.27 -2.29
C: -4.86 -0.33 -2.23
C: 5.37 -0.08 -0.68
C: 0.46 -0.98 -4.53
C: 5.08 1.09 1.17
C: 1.99 -1.16 -4.52
C: 3.13 -3.56 -1.97
C: 5.27 2.03 2.34
C: 5.40 3.48 1.86
C: 3.41 -2.98 2.37
C: 2.42 -1.94 -3.31
C: 2.61 -3.34 -3.22
C: -2.40 -1.01 -2.11
C: -0.78 2.53 -5.44
C: 4.11 1.90 3.32
C: -4.88 -1.07 1.94
C: 1.34 -3.64 1.96
C: 5.86 -0.66 -1.97
C: -5.45 -2.81 5.79
C: -0.17 0.57 2.81
C: 0.97 -0.41 3.11
C: -6.29 -1.81 5.30
C: -4.01 2.63 -2.79
C: 0.70 2.99 -5.15
C: -3.87 6.23 -0.28
C: -1.49 -0.05 3.28
C: 2.36 -3.67 2.93
C: 3.18 2.81 -1.86
C: -6.02 -1.31 4.04
C: 0.03 -4.38 1.99
C: -3.86 -1.47 -2.13
C: -4.13 -2.75 3.76
C: 0.06 1.85 3.65
C: -1.39 5.75 -0.21
C: 6.58 1.62 3.05
C: 2.42 -1.91 -5.79
C: 4.76 -2.68 2.93
C: -4.97 5.54 0.09
C: 0.28 -5.79 1.43
B: 3.96 -2.14 -0.01
H: -2.86 1.47 -3.95
H: -6.01 5.83 0.07
H: 5.54 -3.21 2.37
H: -0.04 -1.95 -4.46
H: -4.04 -2.01 -1.20
H: 0.16 -0.38 -3.67
H: 7.42 1.65 2.36
H: 2.83 2.70 -2.88
H: -2.19 3.38 -3.19
H: -3.75 -4.06 5.42
H: -4.70 0.34 -1.37
H: -1.43 -0.40 4.32
H: -3.20 4.38 -2.14
H: 0.14 -0.48 -5.45
H: -5.29 3.60 -1.56
H: 4.51 3.78 1.30
H: -3.77 7.21 -0.70
H: -5.00 2.31 0.94
H: 1.88 -2.85 -5.88
H: 5.04 -0.73 -2.68
H: 6.49 1.80 -0.42
H: 3.49 -2.11 -5.77
H: -6.41 3.36 0.68
H: 0.99 2.34 3.35
H: 2.98 -4.94 -0.36
H: -7.11 -1.43 5.89
H: -0.96 5.18 -1.04
H: 1.13 -0.52 4.19
H: 3.91 0.85 3.53
H: -3.30 -3.10 3.16
H: 3.73 0.15 -4.49
H: -0.64 -6.39 1.46
H: 6.27 3.59 1.21
H: 1.07 3.67 -0.33
H: 1.90 -0.05 2.66
H: -5.50 3.40 2.20
H: 4.33 2.42 4.26
H: 3.04 3.84 -1.52
H: 0.21 -5.08 4.05
H: 2.38 -4.08 -3.97
H: 4.58 -4.89 -1.11
H: 3.24 -5.68 -1.96
H: 6.64 -0.02 -2.38
H: 4.96 -1.62 2.86
H: -1.30 6.81 -0.40
H: -2.56 -0.68 -0.11
H: 2.39 3.35 0.86
H: 4.80 -3.00 3.97
H: -1.26 -2.70 1.50
H: 6.79 2.30 3.89
H: -3.98 -2.17 -2.96
H: 2.19 -1.30 -6.67
H: 4.23 2.53 -1.80
H: -0.68 -3.60 0.10
H: 6.25 -1.66 -1.81
H: 3.20 2.33 2.90
H: 2.33 -4.11 3.91
H: 1.05 -6.31 2.00
H: 0.61 -5.72 0.39
H: -2.19 -0.37 -2.98
H: 6.49 0.61 3.45
H: -4.41 -0.23 -4.34
H: -5.72 0.84 -3.85
H: 2.31 0.76 -3.62
H: -1.75 -0.89 2.63
H: -0.85 5.48 0.70
H: 4.95 -2.86 0.04
H: -0.59 -3.51 3.88
H: 0.13 1.60 4.71
H: -2.30 0.68 3.20
H: 1.17 2.27 -4.49
H: -5.63 -3.22 6.77
H: -1.45 -5.00 3.44
H: -0.76 2.55 3.50
H: -5.76 2.02 -1.99
H: 5.52 4.15 2.71
H: 0.73 -1.38 2.69
H: -5.87 -0.74 -2.13
H: -2.21 0.69 -0.91
H: 0.85 2.41 0.93
H: 2.35 0.79 -5.40
H: -1.95 -4.29 1.13

Values from the calculation:
Kohn-Sham gap in eV: 6.778
Electronic energy in eV: -204565.2597
M in g/mol: 1321.72
Charge: -2
HOMO energy in eV: -3.4
Max |F| in eV/Å: 2.40
2S+1: 1

=====

Formula: C50H82F6HfN4O18S2
Source: the Open Molecules 2025 dataset
Level of theory: the ωB97M-V functional and the def2-TZVPD basis

CARTESIAN COORDINATES (ANGSTROEM)
Hf: 2.97 -0.05 1.53
S: 1.05 -1.96 -0.34
S: -0.69 -0.19 0.51
F: 1.07 -4.19 1.00
F: -0.68 0.86 3.02
F: -2.61 0.68 2.20
F: -0.37 -4.15 -0.70
F: -0.90 -3.27 1.16
F: -1.62 -1.14 2.92
O: -6.28 -2.84 0.79
O: -2.27 2.91 4.46
O: -2.19 0.23 -2.64
O: 2.42 -2.11 2.64
O: 1.63 1.99 1.58
O: 2.19 0.48 3.89
O: 2.98 -3.94 -2.48
O: -5.19 -2.51 -3.16
O: 4.86 -1.17 0.55
O: 1.48 -2.10 -6.58
O: 3.20 1.14 -0.66
O: -2.69 0.05 -4.76
O: -0.64 1.16 -0.04
O: 2.50 -2.08 -0.15
O: -2.56 4.97 5.05
O: -1.58 -1.14 -0.11
O: -7.80 0.02 4.17
O: 0.59 -1.72 -1.70
N: 3.55 1.55 -2.02
N: 0.86 -0.66 0.86
N: -2.81 3.80 5.11
N: -2.34 0.76 -3.79
C: 5.49 -2.54 -1.33
C: -6.29 -0.60 -0.08
C: 0.17 -0.09 -6.80
C: -7.12 2.28 4.48
C: 0.47 -1.51 -6.27
C: 6.87 -2.63 0.79
C: 1.35 4.00 0.21
C: -2.48 2.80 -5.15
C: -2.31 4.17 -5.33
C: 0.36 3.69 2.65
C: -5.45 3.83 7.78
C: -1.42 0.03 2.30
C: -5.44 0.40 4.65
C: -5.75 -1.72 0.72
C: 5.64 -2.07 0.10
C: 2.08 -3.01 3.38
C: 2.09 0.90 5.04
C: -6.88 0.84 4.38
C: -4.52 -1.41 1.56
C: -3.69 3.33 6.24
C: 1.16 3.17 1.49
C: 1.31 -5.36 -3.53
C: 3.58 -4.62 -4.67
C: 2.61 -4.60 -3.48
C: 5.93 0.85 -2.08
C: 3.06 1.89 5.63
C: -4.37 1.70 7.93
C: -4.37 -3.32 -2.81
C: 4.41 1.83 -4.79
C: -5.37 2.59 8.37
C: -4.51 -4.79 -3.24
C: 0.93 0.44 5.93
C: -1.97 4.95 -4.23
C: 0.82 -2.93 4.21
C: 3.08 -0.57 -3.29
C: 4.94 2.04 -2.26
C: 2.97 1.66 -4.51
C: 2.98 -4.23 3.63
C: -4.63 4.23 6.77
C: -3.50 2.10 6.90
C: 5.30 3.19 -1.31
C: -2.01 3.05 -2.77
C: -3.15 -2.94 -2.05
C: 0.15 -3.51 0.36
C: 2.73 0.96 -3.11
C: -1.91 4.43 -2.91
C: -0.50 -2.10 -5.25
C: 5.05 2.65 -3.68
C: 1.21 1.28 -2.91
C: -2.27 2.24 -3.90
H: 0.52 4.00 -0.49
H: -2.47 4.67 -6.27
H: 0.21 3.05 3.53
H: 2.47 2.74 5.99
H: -6.26 4.50 8.04
H: 2.37 -1.06 -3.95
H: -0.25 -3.16 -5.19
H: -5.46 -5.22 -2.90
H: 3.91 2.18 5.01
H: -8.18 2.53 4.50
H: 0.85 0.05 -7.63
H: 2.85 -1.07 -2.34
H: 5.89 0.13 -2.90
H: -6.68 2.73 5.37
H: 5.85 0.32 -1.14
H: 3.43 -4.01 4.60
H: 2.50 2.64 -4.53
H: -5.30 -0.66 4.42
H: 0.43 0.66 -6.06
H: -0.59 3.96 2.18
H: -0.89 -0.03 -7.07
H: 5.31 2.93 -0.25
H: -4.67 0.94 4.10
H: -5.98 2.28 9.21
H: -1.87 6.01 -4.38
H: 1.57 4.99 0.60
H: -1.49 -2.08 -5.68
H: -3.92 -0.73 0.95
H: 1.03 2.35 -2.96
H: -3.33 -1.90 -1.76
H: 3.85 -4.28 2.99
H: -2.73 2.09 -5.92
H: -4.57 -4.76 -4.33
H: 0.89 -5.32 -2.53
H: 6.32 3.55 -1.44
H: 4.58 4.00 -1.38
H: 5.04 -3.53 -1.39
H: 0.34 -1.96 4.32
H: 1.07 0.89 6.91
H: 0.13 -3.62 3.74
H: 0.59 0.81 -3.67
H: -3.63 -5.34 -2.90
H: 6.94 1.26 -2.04
H: -4.17 0.76 8.42
H: 4.80 -1.89 -1.87
H: 0.82 0.94 -1.94
H: 4.07 -0.88 -3.62
H: 4.62 2.30 -5.75
H: 7.12 -2.17 1.74
H: 3.49 1.33 6.46
H: -1.60 4.98 -2.03
H: -2.69 1.50 6.52
H: 4.64 3.66 -3.74
H: 1.50 -6.41 -3.79
H: -7.29 -0.83 -0.46
H: 2.43 -5.17 3.62
H: 2.26 3.76 -0.33
H: 3.90 -3.66 -5.06
H: 6.09 2.64 -4.01
H: -4.78 -0.92 2.49
H: 7.68 -2.53 0.06
H: -6.71 2.79 3.61
H: 4.47 -5.14 -4.33
H: 3.15 -5.25 -5.44
H: -0.47 -1.58 -4.29
H: 6.71 -3.67 1.04
H: 0.63 -4.88 -4.23
H: -6.32 0.34 0.49
H: -5.14 0.44 5.70
H: 0.82 4.61 3.02
H: -3.97 -2.33 1.76
H: 2.59 1.08 -5.34
H: 0.77 -0.63 6.10
H: -2.97 -3.55 -1.16
H: 6.42 -2.63 -1.89
H: -5.61 -0.33 -0.88
H: -2.31 -2.93 -2.74
H: 0.00 0.88 5.55
H: -1.81 2.61 -1.81
H: -4.74 5.24 6.40
H: 1.09 -3.25 5.22
H: 4.87 0.85 -4.86

Values from the calculation:
Kohn-Sham gap in eV: 4.475
Electronic energy in eV: -135252.2650
M in g/mol: 1383.83
ΔE to the lowest compared entry with this formula, charge and spin in kJ/mol: 0.0
Charge: +2
HOMO energy in eV: -11.6
Max |F| in eV/Å: 5.98
2S+1: 1

=====

Formula: C50H84BBr3Cl2CsF7N2O21P2S
Source: the Open Molecules 2025 dataset
Level of theory: the ωB97M-V functional and the def2-TZVPD basis

CARTESIAN COORDINATES (ANGSTROEM)
Cs: 6.35 -0.26 -1.77
Br: -2.40 3.41 -5.59
Br: -5.24 3.67 -3.91
Br: -4.26 3.79 -9.90
Cl: 2.19 -4.80 3.90
Cl: -0.66 -4.71 3.24
S: 1.98 -7.66 8.92
P: -0.31 -1.68 0.26
P: -2.53 -2.32 -2.34
F: 7.35 -1.78 -2.12
F: -1.21 3.87 -3.21
F: 5.67 -1.77 -3.76
F: 5.26 -2.76 -1.70
F: -3.29 5.31 -3.17
F: 6.71 -3.70 -3.17
F: -3.67 3.76 -1.74
O: -4.06 1.46 0.47
O: -1.76 -10.93 6.17
O: -1.52 -2.65 0.73
O: 12.38 1.01 -1.95
O: -3.71 4.26 -8.15
O: -0.66 -9.37 8.20
O: 1.06 -13.30 10.10
O: -3.15 -3.55 -1.54
O: -3.10 9.69 -8.75
O: -1.12 -2.58 -2.59
O: -2.85 4.79 3.09
O: 0.24 -14.80 7.89
O: 1.61 -7.94 7.39
O: -4.00 -0.16 2.03
O: 2.55 -8.83 9.48
O: -3.32 -2.34 -3.76
O: 2.23 1.57 -0.83
O: -4.24 6.92 4.56
O: 0.82 -1.70 1.46
O: 3.19 -6.60 8.64
O: 0.93 -6.94 9.55
N: -0.96 0.12 0.02
N: 1.58 -0.34 -1.80
C: -0.74 -12.84 7.00
C: -2.86 -0.68 -1.52
C: 2.07 0.12 -3.10
C: 11.93 -1.32 -2.06
C: 2.29 -7.04 6.54
C: 3.57 -6.69 7.27
C: -6.30 -2.66 1.06
C: 12.81 -0.10 -2.16
C: -6.44 -2.87 -0.45
C: -4.58 -3.76 3.41
C: -3.80 -0.81 -0.25
C: -2.32 3.24 -3.67
C: -2.86 6.15 -9.41
C: -3.65 5.79 5.16
C: -3.53 4.02 -3.06
C: -4.05 6.50 -7.36
C: -0.02 -13.59 7.93
C: 0.48 -12.77 9.15
C: 14.26 -0.33 -2.53
C: -1.65 1.62 -1.89
C: 5.57 8.04 -5.64
C: -0.46 -10.60 8.21
C: -1.91 0.38 1.16
C: 5.03 7.64 -4.27
C: -3.92 7.86 -7.49
C: 0.25 -11.34 9.15
C: -2.63 5.72 2.05
C: -6.13 -3.73 3.31
C: -5.40 6.61 3.81
C: -1.04 -11.44 7.05
C: -1.70 1.66 2.00
C: 4.71 4.12 -3.00
C: -1.60 0.18 -1.33
C: 0.96 -5.12 2.66
C: 2.59 -1.27 -1.19
C: -3.24 8.45 -8.61
C: 6.05 6.92 -3.40
C: 0.27 0.95 0.12
C: -2.71 7.50 -9.57
C: 5.48 4.55 -4.24
C: -5.95 -1.71 -1.36
C: -0.80 1.46 3.25
C: -5.27 -0.53 -0.65
C: -6.64 -3.93 1.88
C: 1.41 0.73 -0.88
C: 6.56 5.59 -3.96
C: -2.46 5.29 4.37
C: -2.40 1.77 -3.20
C: -3.55 5.59 -8.29
C: -3.41 0.26 0.82
B: 6.24 -2.52 -2.70
H: 6.91 7.58 -3.24
H: -4.06 -3.39 -1.22
H: -4.19 -4.00 2.42
H: 14.77 0.63 -2.57
H: 4.71 8.55 -3.75
H: -5.26 5.72 3.19
H: 2.11 -0.76 -3.74
H: -7.72 -4.03 1.85
H: -6.53 -2.82 3.77
H: -0.88 0.45 3.63
H: 1.66 -6.16 6.40
H: -2.96 6.72 2.32
H: -3.29 6.10 6.15
H: -3.47 1.57 -3.13
H: 2.48 -7.50 5.57
H: 2.22 -2.29 -1.10
H: 0.72 0.85 1.11
H: -1.91 2.37 -1.14
H: -7.05 -1.92 1.36
H: -1.75 -2.52 1.67
H: 11.89 -1.84 -3.02
H: -5.62 7.45 3.15
H: -3.20 5.39 1.18
H: -6.50 -4.56 3.93
H: 2.86 -0.88 -0.21
H: -7.49 -3.06 -0.68
H: 5.38 3.71 -2.25
H: 12.31 -1.99 -1.29
H: 1.39 0.85 -3.54
H: -2.46 5.47 -10.14
H: -1.57 5.74 1.78
H: 3.98 3.35 -3.26
H: -4.81 0.36 2.16
H: -1.13 2.20 3.98
H: -6.79 -1.32 -1.93
H: -1.74 -0.42 1.90
H: -4.22 -4.51 4.11
H: 4.31 -7.49 7.17
H: 5.86 7.17 -6.23
H: -3.00 -1.56 -4.26
H: -4.21 -2.77 3.68
H: -0.62 1.87 -2.15
H: -2.67 1.90 2.44
H: 4.82 8.59 -6.21
H: 7.12 5.77 -4.88
H: 4.00 -5.75 6.93
H: -4.31 8.55 -6.76
H: -5.88 -0.22 0.20
H: 1.19 -4.53 1.78
H: -5.31 0.31 -1.35
H: -5.93 -3.81 -0.71
H: 14.32 -0.81 -3.51
H: 3.49 -1.30 -1.83
H: -0.84 -0.30 -1.98
H: 0.23 1.74 3.01
H: -1.43 2.55 1.43
H: 7.28 5.17 -3.24
H: 5.62 6.76 -2.41
H: 0.68 -10.83 10.00
H: -2.20 7.92 -10.42
H: -3.46 2.14 0.14
H: 10.92 -1.01 -1.78
H: 3.10 0.49 -3.04
H: -3.81 -1.82 0.16
H: 4.78 4.93 -4.99
H: -6.16 -4.81 1.46
H: 14.74 -0.96 -1.79
H: -4.38 4.99 5.31
H: 0.98 -6.18 2.42
H: -6.25 6.45 4.48
H: -5.33 -2.30 1.39
H: 0.07 2.01 0.04
H: -1.97 1.16 -4.00
H: 5.95 3.67 -4.68
H: -2.00 4.46 4.91
H: -1.71 6.07 4.26
H: -5.28 -2.13 -2.12
H: -4.56 6.07 -6.50
H: 6.45 8.69 -5.54
H: 0.45 -1.59 2.36
H: 4.16 4.96 -2.55
H: -1.13 -13.35 6.12
H: 4.13 7.03 -4.40
H: -3.56 -0.24 -2.22

Values from the calculation:
Kohn-Sham gap in eV: 0.700
Electronic energy in eV: -384018.1921
M in g/mol: 1730.55
Charge: -2
HOMO energy in eV: 0.2
Max |F| in eV/Å: 19.94
2S+1: 1